1.
This record from the OMol25 dataset describes a 3-piece molecular cluster, C4H7IO2 overall at a distorted geometry. The level of theory is ωB97M-V/def2-TZVPD.

Geometry (Å):
C  -2.3500  -1.6540  -1.1291
C  0.6689  -1.2632  0.0507
C  0.7030  1.2996  0.3084
C  -0.0792  0.0223  -0.0744
O  -3.3877  -1.6206  -0.6265
O  -1.2935  0.0656  -0.0655
I  -1.4404  -0.8624  -4.2427
H  1.4081  -1.1242  0.7816
H  -0.0754  -2.1228  0.1324
H  1.1154  -1.4461  -1.0236
H  0.0657  2.2131  0.4535
H  1.3116  1.5324  -0.5117
H  1.4535  1.0866  1.0931
H  -1.6132  -1.4356  -2.7383

Its molar mass is 214.002 g/mol. The charge is 0. Its multiplicity is 1. For the HOMO energy, the calculation gives -9.6 eV. The energy relative to the best compared isomer or geometry (same formula, charge and spin) comes out at 24.72 kcal per mole.

---

2.
This record from the OMol25 dataset describes C29H34N7O7S3Yb as an isolated structure. The level of theory is ωB97M-V/def2-TZVPD.

Geometry (Å):
Yb  1.0079  -1.9862  -0.5636
N  5.1716  -3.8103  0.8092
C  4.1652  -3.0299  0.3528
S  3.2998  -3.5801  -1.0271
N  4.0451  -1.8817  1.0055
N  3.0127  -1.1140  0.5620
C  3.0864  0.1285  0.8802
C  2.0151  1.0517  0.5190
C  2.1217  2.4066  0.8237
C  1.0845  3.2551  0.4803
C  -0.0323  2.7267  -0.1489
C  -0.0641  1.3651  -0.4113
N  0.9372  0.5415  -0.0978
H  5.3058  -4.7231  0.4169
H  5.6440  -3.5426  1.6550
H  3.9510  0.4959  1.4298
H  3.0065  2.7746  1.3252
H  1.1357  4.3079  0.7192
H  -0.8822  3.3429  -0.3982
H  -0.9342  0.8946  -0.8487
C  4.5148  4.8169  -1.3433
C  3.9768  3.5478  -1.9400
C  4.5942  2.3261  -1.6641
C  4.0918  1.1431  -2.1685
C  2.9563  1.1869  -2.9766
C  2.3374  2.3831  -3.2859
C  2.8526  3.5592  -2.7533
S  2.3959  -0.3628  -3.5667
O  3.4061  -0.9937  -4.3517
O  1.9234  -1.0594  -2.3853
N  1.1112  -0.0577  -4.5098
C  -0.2013  0.0314  -3.8540
C  -0.8847  -1.3090  -3.5430
C  -1.6505  -1.1383  -2.2288
O  -2.8024  -0.7432  -2.2443
O  -0.9516  -1.3238  -1.1508
H  4.3740  4.8227  -0.2612
H  4.0126  5.6925  -1.7508
H  5.5838  4.9180  -1.5313
H  5.4784  2.3028  -1.0394
H  4.5666  0.1988  -1.9409
H  1.4735  2.4023  -3.9324
H  2.3673  4.4992  -2.9818
H  1.1644  -0.6334  -5.3411
H  -0.8295  0.6611  -4.4864
H  -0.0417  0.5902  -2.9310
H  -0.1436  -2.1058  -3.4525
H  -1.5814  -1.5802  -4.3361
C  -4.1289  -2.6991  0.4690
C  -2.7978  -3.1947  1.0117
C  -2.4927  -2.6786  2.4086
N  -2.3884  -1.2246  2.4559
C  -1.2586  -0.5423  2.4951
S  0.2699  -1.2259  2.5253
N  -1.3211  0.8448  2.5470
C  -2.3508  1.7716  2.6043
O  -2.1177  2.9229  2.3051
C  -3.6963  1.3612  3.1051
C  -4.8052  1.6348  2.3140
C  -6.0691  1.2817  2.7604
C  -6.2242  0.6874  4.0040
C  -5.1175  0.4412  4.8062
C  -3.8499  0.7678  4.3539
H  -4.3110  -3.0766  -0.5345
H  -4.1455  -1.6122  0.3781
H  -4.9585  -3.0072  1.1101
H  -1.9914  -2.8996  0.3366
H  -2.7873  -4.2868  1.0629
H  -1.5625  -3.0895  2.7990
H  -3.3038  -2.9417  3.0952
H  -3.2565  -0.7145  2.3939
H  -0.4144  1.2737  2.4063
H  -4.6700  2.1153  1.3553
H  -6.9315  1.4713  2.1369
H  -7.2112  0.4160  4.3517
H  -5.2434  -0.0109  5.7795
H  -2.9811  0.5580  4.9636
O  0.5714  -3.7912  0.6769
C  0.2282  -4.4662  -0.3319
O  0.1693  -3.9545  -1.4763
H  -0.0243  -5.5294  -0.2009

Its molar mass is 861.874 g/mol. The charge is 0. Its multiplicity is 2. For the HOMO energy (spin up / spin down), the calculation gives -7.5 / -7.5 eV. The energy relative to the best compared isomer or geometry (same formula, charge and spin) comes out at 4.07 kcal per mole.

---

3.
This record from the OMol25 dataset describes a single C10H18O2S molecule at a distorted geometry. The level of theory is ωB97M-V/def2-TZVPD.

Geometry (Å):
C  -2.3221  2.3605  -0.0483
C  -0.9552  1.6821  0.0986
C  -0.1443  1.9707  -1.1938
C  -0.2228  2.0199  1.4527
C  -1.3707  0.2790  0.1544
C  -0.7914  -0.9425  0.3055
C  0.4769  -1.8991  0.0546
C  0.2226  -3.1498  0.9202
C  1.8118  -1.2106  0.3354
C  0.3093  -2.2436  -1.4063
S  -2.5343  -0.9330  -0.0280
O  -3.0098  -0.9839  -1.3947
O  -3.5173  -1.0866  1.0131
H  -2.3707  3.4773  0.0431
H  -2.8434  2.0005  -1.0184
H  -3.0846  2.1110  0.7933
H  0.9370  1.5209  -1.1653
H  0.0922  3.1215  -1.3204
H  -0.6258  1.6487  -2.0525
H  -0.1326  3.1233  1.4750
H  0.6321  1.3844  1.4217
H  -1.0422  1.5874  2.1932
H  0.7224  -3.1117  1.9049
H  -0.8949  -3.2522  1.1351
H  0.7668  -3.8739  0.2952
H  1.8767  -0.5245  1.2307
H  2.3902  -0.5894  -0.4757
H  2.4283  -2.1011  0.5441
H  1.1443  -2.9525  -1.6971
H  0.2459  -1.3170  -2.0425
H  -0.5605  -2.8321  -1.8156

Its molar mass is 202.319 g/mol. The charge is 0. Its multiplicity is 1. For the HOMO energy, the calculation gives -9.6 eV. The energy relative to the best compared isomer or geometry (same formula, charge and spin) comes out at 114.54 kcal per mole.

---

4.
This record from the OMol25 dataset describes a 2-piece molecular cluster, C5H9NO2 overall at a distorted geometry. The level of theory is ωB97M-V/def2-TZVPD.

Geometry (Å):
C  -0.6820  0.9250  2.0862
C  0.0571  -0.0054  1.5047
C  -0.1588  -0.5043  0.1053
C  -0.1065  -2.0232  -0.0040
O  -1.2849  -0.0080  -0.5191
H  -1.5771  1.3100  1.6202
H  -0.5092  1.2264  3.1072
H  0.9321  -0.4103  1.9979
H  0.7566  -0.0907  -0.5157
H  -0.9324  -2.4480  0.5608
H  0.8248  -2.4132  0.3991
H  -0.2216  -2.3200  -1.0434
H  -1.0245  0.9251  -0.8695
N  0.2404  1.6349  -2.0503
C  1.3447  1.1682  -1.8254
O  2.4951  1.0914  -1.6383
H  -0.1538  1.9424  -2.9159

Its molar mass is 115.132 g/mol. The charge is 0. Its multiplicity is 1. For the HOMO energy, the calculation gives -9.6 eV. The energy relative to the best compared isomer or geometry (same formula, charge and spin) comes out at 47.71 kcal per mole.

---

5.
This record from the OMol25 dataset describes CH4FNO2S2 as an isolated structure at a distorted geometry. The level of theory is ωB97M-V/def2-TZVPD.

Geometry (Å):
C  -1.8297  0.0564  0.5013
N  0.6130  -0.2139  -0.9704
O  0.3682  1.4282  0.4466
O  2.0288  -0.4030  1.2675
F  3.0944  -0.7146  -1.0264
S  -0.5451  0.8076  -0.5529
S  2.0565  0.3195  0.0221
H  -2.6910  -0.3840  -0.0565
H  -2.2187  0.8743  1.1028
H  -1.4558  -0.8525  0.9291
H  0.5794  -0.9180  -1.6632

Its molar mass is 145.180 g/mol. The charge is 0. Its multiplicity is 1. For the HOMO energy, the calculation gives -10.0 eV. The energy relative to the best compared isomer or geometry (same formula, charge and spin) comes out at 0.00 kcal per mole.

---

6.
This record from the OMol25 dataset describes C12H26F6NO6 as an isolated structure at a distorted geometry. The level of theory is ωB97M-V/def2-TZVPD.

Geometry (Å):
O  -15.9916  14.0989  0.9880
H  -15.7694  15.0083  0.7755
H  -16.1829  13.5263  0.2415
H  -16.7659  14.1281  1.5546
C  -18.0228  14.0080  2.7707
O  -16.7332  13.4628  3.0365
O  -17.9306  14.8279  1.6571
C  -19.1712  12.9830  2.8696
F  -19.0582  12.2032  3.9511
F  -20.3657  13.5714  2.9185
F  -19.2048  12.0521  1.8583
C  -16.3396  13.4377  4.3940
C  -14.9224  12.9574  4.4434
H  -14.2922  13.8044  4.1720
H  -14.6642  12.7368  5.4792
H  -14.7743  12.1043  3.7814
H  -16.9117  12.7153  4.9761
H  -16.1935  14.4300  4.8207
H  -18.2837  14.6942  3.5763
C  -14.8197  16.5077  0.4689
O  -13.9695  15.3878  1.0048
O  -16.0953  16.2404  0.8380
C  -14.1377  17.9454  0.6212
F  -14.1920  18.7516  -0.4450
F  -14.6493  18.6567  1.6530
F  -12.8248  17.8796  0.8146
C  -13.9437  15.0119  2.3690
C  -12.5586  14.2979  2.6506
H  -12.3635  14.1381  3.7110
H  -12.5897  13.2954  2.2239
H  -11.7075  14.7869  2.1766
H  -14.8799  14.5605  2.6974
H  -13.9546  15.9284  2.9590
H  -14.7650  16.3592  -0.6096
C  -17.7925  10.8173  -0.6973
C  -17.0425  12.0998  -0.4230
C  -17.8072  13.3709  -0.8332
O  -17.0167  14.4872  -0.8431
C  -16.6294  14.9298  -2.1026
N  -16.6382  12.0655  1.0073
H  -18.1677  10.7902  -1.7204
H  -18.6223  10.7936  0.0090
H  -17.1863  9.9438  -0.4577
H  -16.1573  12.1615  -1.0560
H  -18.5252  13.4630  -0.0183
H  -18.4079  13.1959  -1.7258
H  -15.7166  14.4351  -2.4348
H  -16.3661  15.9819  -1.9946
H  -17.4519  15.0325  -2.8105
H  -15.9560  11.3733  1.2823
H  -17.4545  11.7526  1.5131

Its molar mass is 394.329 g/mol. The charge is -1. Its multiplicity is 1. For the HOMO energy, the calculation gives -4.4 eV. The energy relative to the best compared isomer or geometry (same formula, charge and spin) comes out at 179.13 kcal per mole.

---

7.
This record from the OMol25 dataset describes C21H20BiF5OS as an isolated structure at a distorted geometry. The level of theory is ωB97M-V/def2-TZVPD.

Geometry (Å):
Bi  -0.6171  0.0864  0.0000
C  0.6051  -2.7032  1.7983
C  -0.7723  -2.4323  1.6596
C  -1.1051  -2.5244  0.2458
H  -1.4960  -2.2553  2.4513
C  0.1151  -2.9064  -0.4479
C  1.1455  -3.0036  0.5160
H  2.1688  -3.2742  0.3054
H  1.1477  -2.7183  2.7285
H  -2.1106  -2.5510  -0.1813
H  0.1729  -3.1765  -1.4989
C  1.9665  1.4819  0.7267
C  2.7012  0.3318  0.3421
C  2.4626  0.0767  -1.0302
H  3.3320  -0.2557  0.9857
C  1.5799  1.0696  -1.5212
C  1.2196  1.9404  -0.4161
H  0.6645  2.8782  -0.5084
H  1.9915  1.9870  1.6929
H  2.8731  -0.7269  -1.6327
H  1.3135  1.2361  -2.5614
O  -0.9250  0.4448  -2.3748
C  -0.8772  -0.1314  -3.7870
C  -2.4207  0.0620  -3.8590
C  -0.4310  -1.5789  -3.9012
C  -0.1721  0.9160  -4.6178
C  -2.3951  0.7513  -2.5220
H  -3.0239  -0.8429  -3.7374
H  -2.8114  0.8235  -4.5281
H  -2.4417  1.8452  -2.4719
H  -3.1000  0.3955  -1.7187
H  -0.8794  -2.1772  -4.7302
H  -0.6409  -2.1028  -2.9720
H  0.6413  -1.5326  -4.0805
H  -0.5628  1.0339  -5.6409
H  0.8610  0.5822  -4.6762
H  -0.2937  1.8432  -4.0503
F  1.9536  1.9202  6.6026
C  1.0343  1.6736  5.6455
C  0.6648  2.6738  4.7455
F  1.2955  3.8717  4.7808
C  -0.2997  2.4220  3.7696
F  -0.5865  3.3759  2.8433
C  -0.9171  1.1486  3.6493
S  -2.0858  0.8302  2.4304
C  -0.6344  0.2136  4.6729
F  -1.2524  -0.9987  4.6454
C  0.3371  0.4559  5.6478
F  0.6049  -0.4788  6.5805

Its molar mass is 624.427 g/mol. The charge is -2. Its multiplicity is 1. For the HOMO energy, the calculation gives 1.4 eV.

---

8.
This record from the OMol25 dataset describes C23H16BrN2O2Pt as an isolated structure at a distorted geometry. The level of theory is ωB97M-V/def2-TZVPD.

Geometry (Å):
Pt  1.1714  -0.9482  -0.0620
Br  3.6194  -1.0499  -0.1514
C  3.8517  0.8422  0.1602
C  5.0671  1.3746  0.1027
C  5.2807  2.7788  0.0184
C  4.1991  3.6067  0.0453
C  2.8056  3.0726  -0.0854
C  1.7287  3.9550  -0.3959
C  0.5367  3.3086  -0.6182
C  0.3293  1.9320  -0.6390
C  1.3641  1.0730  -0.2394
C  2.6117  1.6912  0.0290
H  6.0444  0.7931  0.0907
H  6.3603  2.7780  0.1305
H  4.2492  4.6840  0.1982
H  1.8546  5.0502  -0.4471
H  -0.2054  4.0185  -0.9348
H  -0.5783  1.4265  -0.9348
O  -5.5317  3.5547  0.4345
C  -5.5782  2.2212  0.2433
O  -6.6644  1.6981  0.1526
C  -4.2863  1.3392  0.1402
C  -3.0229  1.7336  0.6317
C  -2.0244  0.7993  0.7025
C  -2.1097  -0.4583  0.1137
C  -3.3401  -0.8416  -0.4062
C  -4.3971  -0.0132  -0.3597
N  -0.9594  -1.3383  0.0834
C  -1.3002  -2.5962  0.2439
C  -0.2506  -3.5308  0.0176
C  -0.6792  -5.0534  0.1392
C  0.4409  -5.9321  0.2641
C  1.8038  -5.4127  0.0251
C  2.0197  -4.1346  0.2114
N  1.0385  -3.1440  0.1666
H  -4.7160  3.9730  0.0942
H  -2.6869  2.6791  0.9982
H  -1.1763  1.1697  1.3126
H  -3.5508  -1.6570  -1.1111
H  -5.3345  -0.4062  -0.8437
H  -2.3408  -3.0594  0.4307
H  -1.6944  -5.5868  -0.1111
H  0.5252  -7.0361  0.4654
H  2.5729  -5.9075  -0.4726
H  2.9527  -3.4466  0.1666

Its molar mass is 627.375 g/mol. The charge is +1. Its multiplicity is 3. For the HOMO energy (spin up / spin down), the calculation gives -9.0 / -11.2 eV. The energy relative to the best compared isomer or geometry (same formula, charge and spin) comes out at 104.19 kcal per mole.

---

- Look up the molar mass of the sixth one.
  394.329 g/mol